1.
The following is a DFT calculation (the ωB97M-V functional and the def2-TZVPD basis) of a 2-piece molecular cluster, C3H5NO2 overall at a distorted geometry.

Calculated values
Lowest unoccupied orbital energy ... 0.68 eV
E_HOMO ... -8.61 eV
Relative energy (zero: lowest compared OMol25 entry of this formula, charge and spin) ... 0.726 eV
SMILES string ... O=C=O.C=CN
Calculated total energy ... -322.54767 hartree
Kohn-Sham gap ... 0.3415 hartree

Each line ends with the natural charge from an NBO analysis.
Atoms and positions in Å:
O 1.77829 -0.99317 1.09813  -0.513
C 1.39480 -1.18339 0.01523  1.044
O 1.09194 -1.48366 -1.07304  -0.541
C -0.12767 0.79381 1.04304  -0.491
C -0.29027 0.76999 -0.28132  -0.033
N -1.32397 0.12190 -0.96466  -0.812
H 0.67231 1.36334 1.50271  0.215
H -0.73864 0.18757 1.70988  0.194
H 0.39506 1.31947 -0.92639  0.194
H -1.85437 -0.49176 -0.35713  0.363
H -0.99747 -0.40410 -1.76646  0.380

Forces on atoms 1 to 2 (eV/Å):
0.20 -0.52 -0.71
0.65 -0.77 0.16

***

2.
The following is a DFT calculation (the ωB97M-V functional and the def2-TZVPD basis) of one molecule with the formula C3H8N2O at a distorted geometry.

Calculated values
Lowest unoccupied orbital energy ... 0.85 eV
E_HOMO ... -9.11 eV
Relative energy (zero: lowest compared OMol25 entry of this formula, charge and spin) ... 1.616 eV
SMILES string ... CN(C)C(N)=O
Calculated total energy ... -303.83276 hartree
Kohn-Sham gap ... 0.3659 hartree

Each line ends with the natural charge from an NBO analysis.
Atoms and positions in Å:
C -1.47511 -1.10926 0.27688  -0.425
N -0.35198 -0.15223 0.01681  -0.440
C -0.37658 1.38187 -0.20417  -0.406
C 0.90388 -0.67941 0.07998  0.775
N 1.82065 0.37383 -0.19714  -0.931
O 1.22116 -1.83318 0.31647  -0.627
H -1.05611 -2.12281 0.39390  0.251
H -2.04641 -0.92099 1.19802  0.197
H -2.19500 -1.17095 -0.54777  0.197
H 0.43239 1.87639 -0.78390  0.244
H -1.28322 1.63362 -0.73580  0.193
H -0.29134 1.89216 0.76355  0.196
H 2.22069 0.29227 -1.11694  0.388
H 2.47698 0.53867 0.54013  0.389

Forces on atoms 1 to 2 (eV/Å):
0.02 0.36 -0.13
0.40 0.31 -0.27

***

3.
The following is a DFT calculation (the ωB97M-V functional and the def2-TZVPD basis) of a 3-piece molecular cluster, C5H16O2 overall at a distorted geometry.

Calculated values
Lowest unoccupied orbital energy ... 0.52 eV
E_HOMO ... -10.75 eV
Relative energy (zero: lowest compared OMol25 entry of this formula, charge and spin) ... 2.936 eV
SMILES string ... CCC(C)C.O.O
Calculated total energy ... -350.47439 hartree
Kohn-Sham gap ... 0.4140 hartree

Each line ends with the natural charge from an NBO analysis.
Atoms and positions in Å:
C 1.92018 0.48922 -1.98882  -0.642
C 2.39673 1.38922 -0.74419  -0.422
C 1.13331 1.92203 0.00891  -0.200
C 1.70375 2.78612 1.13803  -0.618
C 0.42411 0.68565 0.56666  -0.638
H 2.59350 0.64103 -2.98951  0.224
H 1.85409 -0.77775 -1.71623  0.214
H 0.82366 0.71127 -2.36009  0.210
H 2.91125 0.63943 -0.09600  0.198
H 3.15310 2.16695 -0.84858  0.212
H 0.42020 2.60500 -0.78611  0.194
H 1.83404 2.06956 2.03285  0.198
H 1.03309 3.55684 1.59545  0.220
H 2.70488 3.18014 0.84831  0.208
H -0.32444 0.24470 -0.04163  0.223
H -0.04582 0.82873 1.56152  0.207
H 1.33263 0.18886 0.93572  0.213
O -5.40117 -0.00924 1.05410  -0.931
H -5.30106 -0.34922 0.21405  0.463
H -4.92658 0.82220 1.06971  0.468
O -1.02946 -6.05864 -0.30861  -0.921
H -0.48066 -6.23199 0.52911  0.461
H -1.60531 -5.38616 0.20397  0.461

Forces on atoms 1 to 2 (eV/Å):
-0.10 -1.65 -1.88
-1.38 -2.01 -0.60

***

4.
The following is a DFT calculation (the ωB97M-V functional and the def2-TZVPD basis) of a 8-piece molecular cluster, C45H106N6O8 overall at a distorted geometry.

Calculated values
Lowest unoccupied orbital energy ... 0.60 eV
E_HOMO ... -8.53 eV
Relative energy (zero: lowest compared OMol25 entry of this formula, charge and spin) ... 0.980 eV
SMILES string ... CC1(C)CCCC(C)(C)N1O.CC1(C)CCCC(C)(C)N1O.CC1(C)CCCC(C)(C)N1O.COC[C@H](C)N.COC[C@H](C)N.COC[C@H](C)N.CC(C)O.CC(C)O
Calculated total energy ... -2708.33653 hartree
Kohn-Sham gap ... 0.3354 hartree

Each line ends with the Löwdin charge.
Atoms and positions in Å:
C -1.74444 1.79395 -6.11687  -0.065
C -3.03160 1.53394 -5.40700  -0.512
C -3.96997 0.66031 -6.29802  -0.009
C -2.72766 0.85045 -4.09536  -0.150
C -4.08305 0.61872 -3.43136  -0.178
C -4.60876 1.99832 -3.01018  -0.129
C -4.87836 2.83387 -4.26183  -0.486
C -6.12475 2.22469 -4.98018  -0.027
C -5.14919 4.35578 -3.92061  -0.027
N -3.61396 2.88337 -5.03958  -0.054
O -3.87588 3.62077 -6.31150  -0.032
H -1.07571 0.91316 -6.15349  0.089
H -1.76526 2.06476 -7.15368  0.073
H -1.17701 2.59982 -5.63902  0.090
H -3.29815 0.26141 -7.04933  0.076
H -4.38242 -0.24611 -5.80399  0.086
H -4.82309 1.13724 -6.74652  0.061
H -2.08179 -0.05970 -4.32716  0.141
H -2.11209 1.51858 -3.40442  0.112
H -4.76123 0.05123 -4.00129  0.067
H -3.88092 0.09829 -2.47961  0.110
H -3.91887 2.42510 -2.29311  0.116
H -5.56416 1.93420 -2.44504  0.134
H -6.09910 1.17836 -4.81884  0.048
H -6.24175 2.41634 -6.05622  0.085
H -7.01221 2.64483 -4.51552  0.083
H -4.21564 4.79122 -3.50829  0.098
H -5.89790 4.28319 -3.17006  0.062
H -5.55700 4.98099 -4.70155  0.072
H -3.92660 4.51005 -5.94704  0.071
C 4.73453 -1.31082 1.95578  -0.008
C 3.38296 -0.72677 1.45140  -0.443
C 2.76999 -1.74183 0.44605  -0.046
C 2.36195 -0.72247 2.64108  -0.158
C 2.71929 0.35250 3.63001  -0.160
C 2.64670 1.65669 2.81749  -0.122
C 3.54974 1.76319 1.55721  -0.503
C 3.14091 2.94734 0.70981  -0.029
C 5.05594 1.94312 1.98803  -0.012
N 3.27541 0.60529 0.73473  -0.094
O 4.17507 0.51982 -0.33359  -0.044
H 4.34569 -2.17966 2.50915  0.087
H 5.41135 -1.60101 1.16812  0.077
H 5.20784 -0.58469 2.66077  0.066
H 2.72050 -2.74019 0.91734  0.087
H 1.72446 -1.48775 0.24769  0.070
H 3.35928 -1.89931 -0.46876  0.055
H 1.34974 -0.53139 2.28113  0.084
H 2.27736 -1.73061 3.12452  0.129
H 2.09769 0.42811 4.54930  0.098
H 3.75538 0.18951 3.94254  0.098
H 2.80040 2.57249 3.42715  0.134
H 1.65518 1.77975 2.44186  0.077
H 3.76139 3.09985 -0.17856  0.062
H 3.20912 3.88108 1.19365  0.076
H 2.13147 2.72068 0.32557  0.060
H 5.71898 1.82343 1.12305  0.081
H 5.38933 1.36263 2.82280  0.045
H 5.11483 3.03227 2.30011  0.099
H 3.58367 0.60338 -1.11431  0.076
C 3.54871 2.74490 -4.91331  -0.050
C 3.40373 2.12139 -3.54632  -0.480
C 4.48652 2.90812 -2.76269  -0.046
C 1.99818 2.36279 -2.92215  -0.124
C 1.04116 1.36725 -3.49459  -0.204
C 1.39740 -0.06807 -3.19287  -0.111
C 2.79420 -0.33854 -3.84444  -0.495
C 3.30800 -1.72682 -3.35862  -0.016
C 2.69587 -0.43929 -5.35368  -0.034
N 3.74105 0.65854 -3.35913  -0.059
O 5.02340 0.41296 -4.04189  -0.013
H 4.58359 2.67801 -5.30161  0.095
H 2.86236 2.48144 -5.70081  0.061
H 3.24101 3.82761 -4.78626  0.112
H 5.30354 3.14334 -3.36865  0.051
H 4.03567 3.88201 -2.41604  0.106
H 4.84252 2.44846 -1.83957  0.065
H 2.05354 2.12350 -1.82751  0.104
H 1.74700 3.44250 -2.93778  0.136
H 0.01916 1.63461 -3.14619  0.081
H 1.01906 1.48477 -4.60930  0.111
H 0.61652 -0.69540 -3.71261  0.124
H 1.28935 -0.45059 -2.16212  0.106
H 3.60047 -1.62492 -2.37532  0.026
H 4.12628 -2.19314 -3.94259  0.103
H 2.48920 -2.41720 -3.45552  0.054
H 2.31990 0.41034 -5.87177  0.047
H 2.01297 -1.28883 -5.66503  0.117
H 3.65090 -0.50031 -5.80004  0.069
H 5.63024 0.30812 -3.30342  0.103
C -3.04712 -1.63876 6.94724  -0.056
O -2.20092 -0.75544 6.15108  -0.199
C -0.87369 -0.72485 6.60811  -0.275
C -0.48668 0.33164 7.59026  -0.417
C 1.09383 0.39051 7.62150  -0.039
N -1.18605 0.10027 8.89202  0.026
H -3.00017 -1.35016 7.94820  0.043
H -2.63093 -2.65189 6.77790  0.064
H -4.09220 -1.69849 6.46232  0.119
H -0.55241 -1.65500 7.07357  0.121
H -0.24161 -0.62664 5.75588  0.108
H -0.96200 1.28101 7.17884  0.144
H 1.49508 -0.66363 7.60362  0.096
H 1.36935 0.91392 8.56682  0.081
H 1.42705 0.94471 6.80045  0.027
H -0.86464 0.80315 9.58648  0.079
H -0.90118 -0.83634 9.24162  0.083
C 3.00356 -5.36079 -1.12842  -0.085
O 1.58446 -5.21548 -1.04359  -0.204
C 1.06406 -4.25717 -1.97488  -0.198
C -0.45484 -4.53876 -2.12917  -0.446
C -1.16300 -3.72921 -3.24533  -0.032
N -1.07845 -4.39429 -0.85425  0.033
H 3.28514 -5.96963 -0.28572  0.084
H 3.43980 -4.33366 -1.01952  0.084
H 3.30694 -5.76149 -2.08919  0.084
H 1.26088 -3.25348 -1.55824  0.109
H 1.51600 -4.28932 -2.95811  0.109
H -0.39598 -5.57181 -2.42775  0.123
H -0.80465 -4.22528 -4.15551  0.084
H -0.92900 -2.65064 -3.18132  0.066
H -2.21640 -3.80516 -3.13766  0.055
H -2.09074 -4.60497 -0.85616  0.092
H -0.62264 -4.99616 -0.16499  0.077
C -1.39251 -5.00724 5.30607  -0.118
O -1.01491 -5.04135 3.96114  -0.162
C -2.01195 -4.34943 3.27415  -0.253
C -1.72541 -2.86627 3.02869  -0.399
C -3.17058 -2.30760 2.70785  -0.016
N -0.69886 -2.59343 2.04461  0.067
H -1.58569 -4.03012 5.63462  0.033
H -0.53961 -5.39596 5.89832  0.109
H -2.32091 -5.55309 5.45031  0.094
H -2.06830 -4.92011 2.33543  0.133
H -2.94601 -4.48003 3.81108  0.105
H -1.28453 -2.47671 4.00985  0.149
H -3.06729 -1.22765 2.67551  0.069
H -3.70166 -2.65204 3.56809  0.051
H -3.61012 -2.81410 1.81507  0.095
H -1.10630 -2.94569 1.18554  0.048
H 0.06031 -3.23169 2.23116  0.079
C -0.69734 2.49919 4.30117  -0.043
C -2.15447 2.08842 4.35276  -0.537
C -3.06599 3.10272 4.96129  -0.047
O -2.61059 1.80698 3.06024  -0.057
H -0.07038 1.63433 4.00343  0.075
H -0.44764 2.95513 5.24856  0.068
H -0.51229 3.37137 3.66572  0.089
H -2.23861 1.19858 4.94031  0.100
H -3.06519 4.04112 4.42860  0.083
H -2.64322 3.13814 5.95514  0.068
H -4.09238 2.74221 5.15396  0.092
H -1.91777 1.23705 2.66360  0.048
C -1.17193 0.33949 -0.89351  -0.057
C -0.28301 0.95219 0.13128  -0.483
C -0.45254 2.45039 0.12550  -0.039
O -0.67275 0.41441 1.41034  -0.067
H -0.97726 -0.74599 -0.95882  0.087
H -1.02215 0.76033 -1.95093  0.062
H -2.18108 0.46431 -0.59109  0.074
H 0.75036 0.69857 -0.14642  0.109
H -1.51357 2.65293 0.46179  0.110
H -0.23836 2.81484 -0.86647  0.066
H 0.24332 2.98431 0.82299  0.075
H -0.54071 -0.51449 1.41436  0.012

Forces on atoms 1 to 2 (eV/Å):
1.98 0.09 -0.36
-1.00 1.21 -0.53

***

5.
The following is a DFT calculation (the ωB97M-V functional and the def2-TZVPD basis) of one molecule with the formula C5H7Cl3N2 at a distorted geometry.

Calculated values
Lowest unoccupied orbital energy ... 0.52 eV
E_HOMO ... -8.34 eV
Relative energy (zero: lowest compared OMol25 entry of this formula, charge and spin) ... 2.150 eV
SMILES string ... CC1=NN(C)C(Cl)(Cl)[C@H]1Cl
Calculated total energy ... -1684.70244 hartree
Kohn-Sham gap ... 0.3258 hartree

Each line ends with the natural charge from an NBO analysis.
Atoms and positions in Å:
C -1.08352 -1.99207 -0.39246  -0.666
C -0.02926 -0.93147 -0.10085  0.179
N -0.30620 0.05396 0.66184  -0.188
N 0.70524 0.83988 0.95116  -0.233
C 0.58284 2.22439 1.13197  -0.429
C 2.05492 0.32753 -0.13307  0.006
Cl 3.48995 0.26368 0.82557  0.077
Cl 2.19580 1.51170 -1.43377  0.017
C 1.42037 -0.93028 -0.64030  -0.309
Cl 2.29671 -2.44094 -0.11782  -0.034
H -1.70452 -2.45128 0.45611  0.250
H -0.53843 -2.67092 -1.05108  0.226
H -1.96141 -1.39055 -0.87433  0.237
H -0.41838 2.46102 1.08312  0.221
H 1.18617 2.58492 2.12925  0.194
H 1.17253 2.88917 0.40760  0.208
H 1.26730 -0.93778 -1.67036  0.245

Forces on atoms 1 to 2 (eV/Å):
-1.51 1.72 -0.24
-0.68 0.03 1.59

***

6.
The following is a DFT calculation (the ωB97M-V functional and the def2-TZVPD basis) of a 2-piece molecular cluster, CClF2O2S overall at a distorted geometry.

Calculated values
Lowest unoccupied orbital energy (spin up / spin down) ... 3.47 / 1.95 eV
E_HOMO (spin up / spin down) ... -1.35 / -5.29 eV
Relative energy (zero: lowest compared OMol25 entry of this formula, charge and spin) ... 0.084 eV
2S+1 ... 3
Total charge ... -1
Calculated total energy ... -1246.63041 hartree
Kohn-Sham gap (spin up / spin down) ... 0.1770 / 0.2662 hartree

Each line ends with the natural charge from an NBO analysis.
Atoms and positions in Å:
C 0.67012 -0.52799 0.41624  0.688
O -1.14977 1.87791 -0.02745  -0.986
O -2.19717 0.04261 -0.98202  -1.003
F 0.60823 -1.70077 -0.25587  -0.349
F 0.70195 -0.86767 1.76988  -0.376
S -0.97053 0.82382 -0.98938  1.206
Cl 2.33717 0.35209 0.06860  -0.180

Forces on atoms 1 to 2 (eV/Å):
2.27 -1.36 1.59
0.94 3.11 2.52